Record 1
Entry from the OMol25 dataset: C28H43Cl2N2PW as an isolated structure at a distorted geometry (the ωB97M-V functional and the def2-TZVPD basis).

```
77
Properties=species:S:1:pos:R:3:forces:R:3:mulliken_charge:R:1
P 0.198471 -0.125836 -0.786860 1.452 -0.568 -0.400 0.69
C 0.737580 -1.960099 -0.626296 -0.760 0.808 0.037 0.29
C 1.884439 -2.519711 -1.466422 0.556 0.022 -0.063 -0.28
C 2.032808 -4.026969 -1.288178 -0.429 -0.246 -0.034 -1.04
C 2.082724 -4.488974 0.175378 0.176 0.019 0.039 -0.67
C 1.041583 -3.806651 1.071650 -0.087 0.016 -0.169 -0.87
C 0.985863 -2.291470 0.846466 -0.006 -0.316 0.224 0.13
C 1.722173 0.804124 -0.192753 -0.812 -0.009 -0.056 0.61
C 3.066229 0.187456 -0.534485 0.365 -0.010 0.120 -0.68
C 4.208777 1.110956 -0.144808 0.035 0.367 0.023 -1.11
C 4.147516 1.576694 1.316579 0.131 -0.185 0.051 -0.71
C 2.749224 2.023010 1.760477 -0.098 0.072 -0.128 -0.94
C 1.641714 1.058042 1.312395 0.206 0.172 0.281 -0.66
C 0.548887 0.033237 -2.629551 0.544 -0.176 0.246 -0.03
C -0.297566 -0.911032 -3.489606 -0.361 0.140 -0.210 -0.77
C 0.011489 -0.816469 -4.989116 0.283 0.161 -0.302 -0.84
C 0.039876 0.624974 -5.530409 -0.194 0.023 0.310 -0.76
C 0.910661 1.545379 -4.657620 0.165 -0.239 -0.308 -0.85
C 0.614761 1.468696 -3.154461 -0.389 0.278 -0.248 -0.65
H -0.205074 -2.422756 -0.973300 0.279 -0.282 0.344 0.77
H 2.837852 -2.081672 -1.167847 -0.228 -0.042 -0.038 0.04
H 1.780765 -2.292200 -2.532246 -0.059 -0.137 0.145 0.18
H 2.933012 -4.364143 -1.821244 -0.232 -0.009 0.100 0.39
H 1.171517 -4.502639 -1.767558 0.001 -0.132 -0.057 0.40
H 1.926160 -5.575329 0.198504 0.137 0.165 0.080 0.39
H 3.085718 -4.305156 0.582704 -0.078 0.040 -0.042 0.31
H 0.055899 -4.231663 0.848457 -0.003 0.069 0.079 0.35
H 1.256692 -4.008531 2.128751 -0.057 -0.075 -0.187 0.40
H 0.220725 -1.849351 1.499878 0.092 -0.062 -0.190 -0.77
H 1.951982 -1.866221 1.160657 -0.235 -0.069 -0.111 0.22
H 1.626203 1.761593 -0.730016 0.090 -0.033 0.381 0.63
H 4.148580 1.993088 -0.790225 0.122 0.065 -0.048 0.40
H 3.163813 -0.055964 -1.598468 -0.034 0.057 0.196 0.31
H 3.181607 -0.742656 0.026029 0.002 0.114 -0.015 0.09
H 5.167652 0.614727 -0.353911 -0.157 0.200 0.077 0.39
H 4.858363 2.403031 1.442195 -0.093 -0.148 0.116 0.41
H 4.490846 0.767566 1.973100 -0.042 -0.014 -0.073 0.29
H 2.713114 2.130932 2.851586 0.068 0.071 -0.177 0.41
H 2.549411 3.010929 1.328126 -0.085 -0.036 0.055 0.37
H 0.657785 1.454821 1.598064 0.172 -0.014 -0.085 0.09
H 1.761090 0.110565 1.857928 -0.041 0.148 -0.136 0.15
H 1.585868 -0.338082 -2.630808 -0.271 0.066 -0.449 -0.11
H -0.162897 -1.954634 -3.177289 -0.057 0.254 0.024 0.22
H -1.364598 -0.694924 -3.357271 0.006 0.099 0.141 0.37
H 0.985406 -1.279856 -5.193159 -0.003 0.024 0.092 0.33
H -0.725209 -1.400229 -5.556328 0.118 0.046 0.141 0.41
H -0.991863 1.015456 -5.542133 0.225 -0.064 -0.050 0.33
H 0.413064 0.634257 -6.572628 -0.238 0.002 0.458 0.37
H 0.804728 2.581784 -5.001667 0.035 -0.133 0.093 0.41
H 1.961176 1.275559 -4.823453 -0.013 -0.019 0.030 0.35
H 1.401431 2.033578 -2.638516 -0.201 -0.147 -0.053 0.12
H -0.320147 2.004105 -2.954318 -0.053 -0.111 0.058 0.34
W -2.600440 0.827749 0.596893 1.645 -0.408 2.204 0.34
Cl -1.449285 2.637015 -0.207167 0.153 1.568 -0.597 -0.54
Cl -2.497058 -1.434144 0.366734 -0.760 -1.531 -0.002 -0.44
C -3.032534 1.206554 2.491165 -0.904 0.241 -0.694 -0.59
H -3.980534 1.791189 2.586891 0.583 -0.340 0.132 0.21
C -2.414345 0.982691 3.793293 0.855 -0.240 0.358 0.50
C -2.759727 1.745242 4.954728 0.597 -0.760 -0.907 -0.57
C -1.991200 1.645746 6.106072 0.195 -0.422 0.050 -0.51
C -0.912287 0.751196 6.149241 0.183 -0.156 -0.382 -0.43
C -0.602621 -0.074539 5.050829 -0.211 0.068 0.176 -0.55
C -1.368730 0.019045 3.893372 -0.410 0.625 0.285 -0.07
H -3.615478 2.403350 4.915240 -0.002 0.170 -0.075 0.37
H -2.229737 2.250362 6.988552 0.085 -0.249 -0.376 0.35
H 0.230357 -0.800188 5.094288 -0.562 0.509 0.106 0.36
H -1.204248 -0.645800 3.041726 0.113 0.251 0.203 0.35
H -0.293870 0.685630 7.035735 -0.076 0.035 0.052 0.36
N -4.926191 2.627849 -0.088485 0.188 -1.370 0.080 -0.06
C -6.266317 2.684001 -0.159570 0.150 -0.366 -0.102 -0.12
C -6.773708 1.482810 0.320057 0.977 -0.217 0.249 -0.86
C -5.667133 0.686011 0.709229 0.993 2.549 -1.307 -0.13
N -4.510740 1.380620 0.366096 -3.116 0.666 0.122 0.22
H -4.237219 3.357252 -0.302328 -0.257 -0.737 0.079 0.23
H -6.739449 3.540354 -0.626522 -0.041 -0.175 0.333 0.44
H -7.795717 1.189506 0.371040 -0.439 0.014 0.089 0.39
H -5.609667 -0.250846 1.246918 0.121 0.049 -0.390 0.45
```
Positions in Å, forces in eV/Å.

Results
* <S²>: 2.1016
* Kohn-Sham gap (alpha / beta): 7.16 / 6.51 eV
* 2S+1: 3

Record 2
Entry from the OMol25 dataset: a 13-piece molecular cluster, C17H60N12O13 overall at a distorted geometry (the ωB97M-V functional and the def2-TZVPD basis).

```
102
Properties=species:S:1:pos:R:3:forces:R:3:mulliken_charge:R:1
C -0.759608 -1.079225 -3.724039 -2.877 -2.325 3.085 -0.83
C 0.254392 -1.994225 -3.098039 -0.453 -0.293 -0.371 1.76
O 0.625392 -2.864225 -4.155039 1.005 -0.344 -0.106 -0.64
H -1.683608 -1.709225 -3.966039 0.954 1.108 0.332 0.15
H -0.337608 -0.820225 -4.609039 0.970 1.617 -2.577 0.71
H -0.983608 -0.306225 -2.991039 -0.263 0.494 -0.580 0.01
H -0.079608 -2.528225 -2.170039 0.204 0.103 -1.086 -0.57
H 1.079392 -1.378225 -2.844039 1.006 0.239 0.614 -0.72
H 1.316392 -2.369225 -4.653039 -0.389 -0.801 0.596 0.42
C 4.982392 -0.450225 0.483961 -1.839 -2.561 -1.134 -1.45
C 3.731392 -0.504225 1.398961 2.418 -1.744 -1.643 0.52
O 3.598392 0.771775 1.830961 -1.378 2.092 1.824 -0.73
H 5.739392 0.110775 0.904961 1.263 1.712 0.986 0.42
H 4.734392 -0.130225 -0.540039 0.251 -0.078 0.285 0.12
H 5.413392 -1.448225 0.484961 0.015 -0.369 -0.720 0.46
H 4.041392 -1.194225 2.189961 -0.564 0.318 0.438 0.43
H 2.863392 -0.933225 0.868961 0.174 0.288 0.228 -0.34
H 3.142392 1.277775 1.145961 0.060 -0.206 0.229 0.33
C -0.334608 2.299775 -2.137039 0.281 1.709 -0.345 0.74
C 0.422392 2.579775 -3.429039 0.555 0.300 -0.424 -0.62
O 1.770392 3.099775 -3.112039 -0.124 -0.495 -0.273 -0.66
H -0.083608 3.105775 -1.428039 -0.182 -0.416 -0.201 0.33
H -0.233608 1.357775 -1.650039 0.952 -0.684 -0.039 -1.20
H -1.384608 2.374775 -2.334039 -0.653 0.375 -0.331 0.53
H -0.018608 3.373775 -4.032039 -0.511 -0.008 0.317 0.48
H 0.476392 1.714775 -4.101039 0.256 -0.116 0.308 0.27
H 2.234392 3.340775 -3.935039 -0.667 0.029 0.367 0.28
C -1.798608 -3.066225 2.895961 -1.663 -1.531 1.642 -0.07
C -2.996608 -3.138225 1.941961 -0.357 1.910 1.422 -0.31
O -3.236608 -1.756225 1.610961 -0.767 0.453 1.208 -0.80
H -1.266608 -4.015225 2.874961 -0.029 -0.115 0.268 0.22
H -2.160608 -2.887225 3.960961 0.671 -0.021 -1.332 0.37
H -1.099608 -2.334225 2.560961 0.361 0.576 0.126 -0.51
H -3.954608 -3.604225 2.277961 1.062 0.141 -0.038 0.37
H -2.674608 -3.457225 1.018961 0.608 -2.043 -1.840 -0.03
H -3.467608 -1.631225 0.682961 -0.468 -0.314 -0.546 0.34
C -3.577608 -0.626225 -1.639039 -7.237 -1.448 -3.186 0.13
O -4.853608 -0.728225 -2.279039 7.297 0.997 3.499 -0.77
N -3.036608 -1.654225 -1.012039 -0.224 -4.502 0.578 0.11
N -2.871608 0.467775 -1.444039 -0.394 2.904 -1.431 0.08
H -3.591608 -2.579225 -1.067039 1.419 2.177 -0.341 0.28
H -2.013608 -1.645225 -0.665039 -1.789 -0.045 -1.139 -0.05
H -3.277608 1.276775 -1.943039 0.914 -0.559 0.366 0.28
H -1.951608 0.516775 -0.975039 -0.768 0.021 -0.537 -0.10
C -2.385608 5.557775 0.508961 0.148 9.365 -2.778 0.26
O -2.693608 6.868775 0.295961 0.627 -5.310 1.345 -0.81
N -3.135608 4.659775 0.969961 -5.823 -1.080 3.512 -0.24
N -1.220608 5.159775 0.114961 3.644 -0.653 -1.686 -0.12
H -3.922608 5.001775 1.589961 1.353 -1.007 -1.104 0.28
H -2.813608 3.734775 1.087961 0.316 -0.489 0.427 0.27
H -0.844608 4.210775 0.257961 -0.002 1.014 0.029 -0.02
H -0.706608 5.881775 -0.390039 -0.060 -0.684 0.340 0.25
C 1.788392 3.129775 0.651961 -6.142 1.457 2.286 0.48
O 0.400392 3.048775 0.963961 6.271 0.237 -1.320 -0.98
N 2.469392 4.148775 1.165961 2.616 0.734 0.641 -0.38
N 2.379392 2.260775 -0.094039 3.222 -1.516 -4.306 0.40
H 1.921392 4.792775 1.718961 0.201 -0.109 0.054 0.33
H 3.562392 4.183775 1.260961 -3.229 -0.277 -0.420 0.25
H 3.312392 2.435775 -0.691039 -2.822 -0.066 2.255 0.38
H 1.820392 1.506775 -0.539039 -0.121 0.179 0.836 -0.81
C -0.094608 -0.317225 0.287961 3.277 4.566 -2.715 -1.32
O 1.042392 -0.064225 -0.451039 -4.643 -1.853 3.277 -0.12
N -0.729608 -1.456225 0.359961 0.466 -4.364 -0.037 2.24
N -0.810608 0.700775 0.817961 0.443 1.720 -0.399 1.02
H -0.317608 -2.384225 0.067961 -0.414 1.482 0.396 -0.24
H -1.519608 -1.522225 1.020961 0.841 0.201 -0.297 -0.72
H -0.301608 1.666775 0.812961 -0.532 -1.150 0.086 0.40
H -1.806608 0.722775 1.275961 3.013 -0.772 -0.534 -0.52
C 3.472392 -0.055225 -3.603039 -0.792 -6.999 -0.692 0.59
O 3.548392 -1.456225 -3.744039 -0.036 7.216 0.611 -0.72
N 2.874392 0.564775 -2.634039 -1.573 -0.223 3.577 0.20
N 3.803392 0.810775 -4.514039 2.810 0.239 -4.595 -0.35
H 2.425392 -0.072225 -1.997039 -0.300 0.186 0.526 -0.53
H 2.478392 1.508775 -2.759039 0.313 -0.635 0.110 0.01
H 4.313392 0.271775 -5.282039 -0.817 2.103 0.966 0.32
H 3.739392 1.852775 -4.370039 0.553 -2.193 -0.521 0.18
C -3.597608 1.753775 2.030961 -5.047 7.758 4.607 0.13
O -4.057608 2.663775 2.979961 2.242 -4.000 -4.807 -0.78
N -3.756608 1.957775 0.734961 -1.886 1.040 -2.731 -0.28
N -2.964608 0.724775 2.416961 1.855 -5.284 1.804 -0.18
H -4.426608 2.742775 0.472961 1.307 -1.621 0.603 0.39
H -3.564608 1.255775 -0.031039 -0.357 0.958 1.585 0.12
H -2.886608 0.604775 3.414961 0.021 0.499 0.166 0.22
H -3.100608 -0.232225 1.999961 -0.213 1.136 0.472 0.50
C -0.188608 -5.163225 0.418961 2.260 -0.918 -0.725 -0.76
O -0.798608 -4.166225 -0.308039 -1.908 1.189 -0.442 -0.44
H -0.629608 -5.488225 1.351961 -0.402 0.041 0.081 0.30
H 0.786392 -4.739225 0.569961 0.497 -0.167 0.783 0.25
H 0.048392 -5.968225 -0.270039 -0.376 -0.763 0.264 0.36
H -1.661608 -4.479225 -0.591039 -0.038 0.055 -0.344 0.26
C 1.651392 -3.578225 2.728961 -0.398 0.575 2.134 -0.45
O 2.988392 -3.915225 2.843961 1.128 0.118 -1.156 -0.56
H 1.018392 -4.358225 3.095961 -0.638 -1.322 -0.723 0.61
H 1.466392 -3.269225 1.719961 -0.317 0.341 -0.224 -0.29
H 1.371392 -2.865225 3.520961 0.201 0.970 -0.722 0.43
H 3.137392 -4.369225 3.654961 0.193 -0.443 0.912 0.30
C 0.935392 -0.101225 3.739961 1.730 3.121 0.936 0.26
O 0.675392 -0.690225 4.976961 1.449 -1.176 0.285 -0.57
H 1.959392 -0.209225 3.369961 -0.043 -0.106 0.568 0.27
H 0.738392 0.965775 3.968961 0.496 -0.004 -0.959 0.42
H 0.323392 -0.333225 2.935961 -1.598 -1.049 -1.300 -0.61
H -0.212608 -0.933225 4.887961 -2.065 -0.807 0.565 0.36
```
Positions in Å, forces in eV/Å.

Results
* Kohn-Sham gap: 8.15 eV

Quick rundown of relative energy (zero: lowest compared OMol25 entry of this formula, charge and spin), same order as above: 0.0, 979.1 kJ/mol